1.
The following is a quantum chemistry calculation of a molecular structure, C13H20Br2KO9S2, from the Open Molecules 2025 dataset.

Structure (XYZ):
```
47
Properties=species:S:1:pos:R:3:forces:R:3
C -0.531774 1.155711 3.875339 0.12 0.20 -0.04
H 0.733664 -0.962449 4.683514 -0.01 -0.04 0.00
K -0.941742 0.376428 -0.027453 -2.17 1.46 1.85
H -4.388778 -2.410394 -0.154132 -0.02 0.01 0.02
C -1.518054 3.242067 1.193682 -0.09 0.13 -0.28
H -0.959318 3.999697 1.755418 -0.03 -0.01 0.04
H 3.550757 -4.244031 -3.574728 -0.02 -0.01 0.00
O 0.983445 -0.792302 0.678182 0.96 -0.56 0.33
C 3.215575 -3.406835 -2.974779 0.10 0.04 0.05
S 1.862319 -0.038777 -0.218751 0.76 0.26 0.80
H 1.139930 -3.586493 -3.552355 0.04 0.01 -0.04
Br -2.576524 -2.683721 1.509966 0.19 -0.27 0.18
C 3.686691 -1.620793 -1.444543 0.01 0.05 0.01
H 0.348209 1.252070 4.530463 -0.02 0.00 -0.02
C 1.875174 -3.051575 -2.967617 -0.06 0.01 0.07
H -0.030123 2.940672 -0.353182 -0.01 0.08 -0.01
H 5.177114 -2.942360 -2.235352 0.00 0.00 0.01
Br -4.102580 -0.077258 0.635476 -0.35 0.28 -0.04
H -1.554106 3.346509 -2.832908 -0.06 -0.02 0.01
C -1.503551 2.356182 -2.360695 0.06 0.13 -0.21
C 4.126539 -2.679020 -2.224582 -0.03 -0.10 -0.08
H -2.828411 -1.711196 -0.747139 -0.07 -0.07 0.10
H -2.583234 3.484364 1.231546 0.02 0.05 0.03
C 1.432408 -1.975951 -2.209653 -0.13 0.07 -0.19
C -1.070760 3.276490 -0.258832 -0.02 0.12 0.20
C -3.515107 -1.820787 0.088777 -0.19 -0.17 -0.16
S -0.257656 -1.439170 -2.530196 -0.82 -0.57 -0.71
C 2.346681 -1.262503 -1.436002 -0.04 0.05 0.21
H -2.168789 1.666754 -2.874759 -0.02 0.02 0.02
H -1.338479 1.776204 4.271854 0.06 0.06 0.07
H 0.513732 -1.198976 2.930229 0.05 0.03 -0.14
O -1.002142 -1.344002 -1.263497 0.56 -2.50 -2.16
O -1.017090 -0.161437 3.914696 0.04 -0.11 -0.13
H -0.495457 -2.104349 4.076827 0.03 -0.02 0.00
O -0.071920 -0.153033 -3.169080 -0.02 0.00 -0.04
H -1.144906 4.306544 -0.638332 0.06 0.02 0.07
C 0.000320 -1.153644 3.888661 -0.13 0.16 0.06
O 1.115585 1.055911 -0.835926 1.38 0.15 -0.67
O -1.385777 1.968596 1.786739 -0.07 0.55 0.67
C -0.176621 1.707535 2.493877 -0.10 -0.19 0.43
O -0.832267 -2.460098 -3.391969 0.27 -0.02 0.06
O -1.923074 2.435443 -1.005446 -0.27 0.63 -0.21
H 0.396333 2.630090 2.634525 -0.01 0.02 -0.06
O 3.088322 0.400849 0.420684 0.06 -0.10 -0.24
H 0.446859 0.998917 1.937752 0.02 0.12 0.16
H -0.487868 1.964426 -2.438731 -0.04 0.03 0.01
H 4.366452 -1.060307 -0.817571 -0.01 -0.01 -0.02
```
Forces are in eV/Å.

Computed properties:
**Lowest unoccupied orbital energy**: 0.0797 hartree
**Energy above the lowest of the compared OMol25 structures with the same formula, charge and spin**: 157.4 kJ/mol
**E_HOMO**: -6.2 eV
**Net charge**: -1


2.
The following is a quantum chemistry calculation of a gas-phase ion, C7H13O2 (charge +1), from the Open Molecules 2025 dataset.

Structure (XYZ):
```
22
Properties=species:S:1:pos:R:3:forces:R:3
C 0.248818 -2.111313 0.461656 2.33 -0.55 1.19
O -0.138461 2.358871 -0.549257 -0.42 1.89 1.98
H 0.821158 -0.514635 1.858830 -0.70 -0.65 0.24
C 0.030608 2.976214 0.555809 -0.30 -1.19 -3.40
H -0.647128 3.909454 0.550268 1.41 -1.34 1.04
H 1.421382 1.014485 -0.149579 -1.18 -0.35 -0.33
H -0.514264 -2.843816 0.373591 -0.45 -0.96 0.36
H -1.409377 0.155841 -1.318066 -0.06 -0.28 -1.10
C -0.076481 -1.115386 1.567112 -0.70 1.20 -0.97
H 1.261305 -2.548525 0.620798 -0.98 -0.37 0.09
H -0.695868 -1.528103 2.395669 1.17 0.24 -0.24
O 1.123369 1.130448 -2.058412 2.13 0.98 0.79
C 0.550517 1.023718 -0.871909 -0.31 -1.17 0.65
H 1.315569 -1.144969 -1.049618 1.80 0.34 -0.99
C -0.551554 -0.083707 -0.723059 2.58 0.98 2.74
H -1.540628 0.576451 1.253118 -0.03 -0.44 -0.52
C -1.080415 -0.280525 0.719615 -0.99 -1.17 0.33
H 0.850029 2.493918 1.171651 -1.17 1.25 0.23
H 0.703291 1.031522 -2.886560 -1.63 -0.45 -1.04
C 0.331924 -1.387131 -0.838294 -3.60 0.17 -1.36
H -0.186972 -1.962354 -1.621232 1.01 -0.12 -0.05
H -1.816821 -1.150458 0.537868 0.07 1.99 0.36
```
Forces are in eV/Å.

Computed properties:
**Lowest unoccupied orbital energy**: -0.2192 hartree
**Energy above the lowest of the compared OMol25 structures with the same formula, charge and spin**: 176.6 kJ/mol
**E_HOMO**: -14.7 eV
**Net charge**: +1


3.
The following is a quantum chemistry calculation of a molecular structure, C23H17BrIN5O6S2Ti, from the Open Molecules 2025 dataset.

Structure (XYZ):
```
56
Properties=species:S:1:pos:R:3:forces:R:3
H -2.772142 -1.528494 3.595112 0.06 -0.10 -0.02
O -3.474689 3.568458 -1.085314 0.22 -0.07 -0.08
C 4.159905 -3.102599 3.361421 0.26 0.05 0.05
N -3.843579 -1.451735 0.620202 0.15 -0.12 0.07
H 0.071480 4.993555 -5.914740 0.01 -0.06 -0.03
C 4.007328 -1.078365 1.457401 0.02 0.11 -0.14
H 6.199750 -2.541965 3.598247 0.00 0.06 0.02
C -1.609006 5.029753 -4.579677 0.20 -0.20 0.03
S 0.322520 1.345095 -2.721212 1.30 -0.50 -0.89
Br 0.550629 2.678006 1.378069 0.57 0.65 0.50
H 4.191658 -3.878382 4.119050 0.01 -0.03 -0.03
N -1.942933 -0.740112 -0.369168 -0.18 -0.13 0.32
H -0.105303 -4.365132 2.455914 -0.04 0.05 0.03
C 0.549676 -2.682952 1.291210 0.26 0.24 -0.11
H -3.142518 4.796401 -3.074305 0.02 0.02 -0.02
O -3.386320 1.519436 -2.383432 0.17 -0.04 0.05
C 0.698891 -3.662681 2.264889 0.06 -0.23 0.20
C 5.178106 -1.336078 2.135545 -0.27 0.44 -0.45
C -0.449787 2.795128 -3.390442 -0.41 0.33 0.08
C -0.122960 0.046338 3.077909 -0.04 -0.04 0.10
O 0.833141 1.716313 -1.376923 0.93 0.79 -1.30
H -0.379215 -2.613205 0.737451 0.03 0.04 -0.01
Ti -0.218103 0.682251 -0.088869 -1.09 -0.81 0.69
H -2.540689 -1.134715 -2.367615 -0.06 0.04 -0.06
H 6.036564 -0.709792 1.934857 0.02 -0.04 0.02
C -2.591489 -0.886882 0.809145 -0.02 -0.24 -0.06
H 2.010699 -4.543835 3.694526 0.06 0.04 0.03
C 2.948710 -2.902599 2.665865 -0.09 0.35 -0.36
N -0.650282 -0.018940 1.808541 -0.72 -0.21 0.87
C -3.985688 -1.575105 -0.774921 0.00 -0.09 -0.13
O -1.712130 1.978979 -0.620743 -1.18 1.02 -0.63
C 1.558348 -1.791326 0.960035 0.08 -0.57 0.07
C 0.159919 3.406287 -4.480939 0.12 -0.22 0.16
O 1.395562 1.021984 -3.635939 -0.23 0.31 -0.04
N -2.181057 -0.768959 3.302010 -0.16 0.11 -0.17
S -2.645095 2.508233 -1.632180 -0.69 0.28 0.58
I 4.160307 0.610243 0.192618 -0.41 -0.30 0.10
H -4.890995 -1.957506 -1.212991 0.03 0.02 -0.03
C -2.213530 4.426833 -3.487847 -0.05 0.20 -0.02
C -0.996834 -0.435019 3.987339 0.15 -0.02 0.08
C 5.264116 -2.354148 3.083858 -0.04 -0.42 0.38
H 0.852273 0.468183 3.249309 -0.01 0.04 -0.03
N 1.548795 -1.469652 -1.321518 0.59 -0.66 0.31
H -0.926453 -0.510842 5.058783 0.01 0.02 -0.01
H -2.065935 5.890260 -5.052117 -0.02 0.04 0.03
C -0.414696 4.514322 -5.073314 -0.17 0.31 -0.03
C 1.876758 -3.768563 2.947109 -0.21 -0.17 0.07
O -0.669599 0.302130 -2.554405 -0.12 0.09 -0.05
C 2.824779 -1.873117 1.652840 -0.28 -0.23 0.20
C 1.160595 -0.950033 -0.212068 1.18 -0.06 -0.50
C -1.887221 -0.574378 1.955153 0.07 -0.03 0.31
H 1.081861 2.976902 -4.848372 0.00 0.03 -0.01
H -4.620140 -1.258150 1.225950 -0.01 0.12 0.02
H 1.259076 -0.962388 -2.145575 -0.26 0.29 -0.03
C -1.643988 3.316625 -2.884830 0.22 -0.41 -0.09
C -2.819070 -1.164067 -1.330903 -0.05 -0.06 0.03
```
Forces are in eV/Å.

Computed properties:
**Lowest unoccupied orbital energy (spin up / spin down)**: 0.1559 / 0.1559 hartree
**Energy above the lowest of the compared OMol25 structures with the same formula, charge and spin**: 93.1 kJ/mol
**E_HOMO (spin up / spin down)**: 0.4 / -1.8 eV
**Spin multiplicity**: 3
**Net charge**: -2


4.
The following is a quantum chemistry calculation of 2 unconnected molecules or ions with the total composition C4H6OS, from the Open Molecules 2025 dataset.

Structure (XYZ):
```
12
Properties=species:S:1:pos:R:3:forces:R:3
H 1.974779 -0.695786 0.230877 -0.13 -0.82 -0.69
C -0.119512 1.588446 -0.044988 -2.59 1.81 -2.99
H 1.624207 -1.674882 -1.403820 0.03 0.48 -0.39
S -2.007584 -0.081634 -0.572226 0.83 1.85 0.35
H 0.729052 2.085358 0.238608 2.21 0.35 1.82
H -1.129824 0.957716 1.892531 -0.65 -0.73 -1.42
H -0.558544 2.316160 -0.783277 0.10 -0.97 0.11
O -2.577618 -1.264228 0.008744 -0.38 -1.52 0.29
C 1.797135 -1.618570 -0.351446 0.37 -1.57 1.51
H 1.600952 -2.586214 0.190271 0.38 1.34 -0.45
C -1.091972 0.813322 0.775787 0.75 0.83 2.16
C -0.241068 0.160312 -0.181063 -0.91 -1.05 -0.29
```
Forces are in eV/Å.

Computed properties:
**Lowest unoccupied orbital energy (spin up / spin down)**: 0.0278 / -0.0716 hartree
**Energy above the lowest of the compared OMol25 structures with the same formula, charge and spin**: 514.8 kJ/mol
**E_HOMO (spin up / spin down)**: -8.0 / -9.7 eV
**Spin multiplicity**: 3


| no. | largest force on an atom (eV Å⁻¹) |
| --- | --- |
| 1 | 3.4 |
| 2 | 3.9 |
| 3 | 1.8 |
| 4 | 4.4 |